{"formula": "CH4FOP", "method": "ωB97M-V/def2-TZVPD", "lumo_energy_ev": 0.749, "smiles": "C=O.FP", "energy_ha": -556.906210, "homo_lumo_gap_ev": 10.434, "total_charge": 0, "e_above_lowest_ev": 2.431, "homo_energy_ev": -9.69, "elements": ["H", "H", "P", "O", "H", "F", "H", "C"], "positions_angstrom": [[-3.070, -0.381, -0.485], [2.103, 1.234, 1.297], [1.551, 0.744, -0.009], [-1.483, 0.653, -0.029], [-1.248, -1.292, -0.364], [1.242, -0.895, 0.326], [2.867, 0.350, -0.474], [-1.963, -0.412, -0.262]], "forces_ev_per_a": [[0.71, -1.08, 0.19], [-0.53, -0.79, -1.02], [1.11, -1.57, 0.67], [0.59, 0.99, 0.61], [-1.26, 0.29, 0.17], [-0.10, 1.77, 0.08], [-0.38, 0.64, 0.18], [-0.14, -0.24, -0.89]], "mulliken_charge": [0.266, 0.057, 0.207, -0.362, 0.211, -0.321, 0.057, -0.115]}

=====

{"formula": "C2H5NO3S", "method": "ωB97M-V/def2-TZVPD", "lumo_energy_ev": 0.567, "smiles": "O=C=O.NC=O.S", "energy_ha": -757.900914, "homo_lumo_gap_ev": 10.304, "total_charge": 0, "e_above_lowest_ev": 0.000, "homo_energy_ev": -9.74, "elements": ["H", "H", "O", "H", "C", "N", "H", "H", "O", "S", "O", "C"], "positions_angstrom": [[-0.417, 2.196, -0.167], [1.518, -0.503, -1.642], [0.214, -1.441, 1.120], [-0.206, -0.625, -1.302], [-2.791, -1.970, 1.976], [0.785, -0.590, -0.909], [-1.832, 1.741, 1.115], [2.102, -0.990, 0.571], [-3.012, -1.989, 0.861], [-1.655, 1.814, -0.290], [-2.714, -1.916, 3.106], [1.041, -1.049, 0.338]], "forces_ev_per_a": [[1.04, 0.31, 0.12], [-0.76, -0.11, 1.33], [-0.39, -0.06, 0.39], [1.91, -0.01, 1.13], [-0.60, 0.21, -0.41], [-1.30, 0.12, -2.48], [0.23, 0.05, -1.74], [0.49, -0.08, 0.21], [-0.06, -0.20, -2.71], [-1.35, -0.32, 1.61], [0.74, 0.01, 3.05], [0.04, 0.09, -0.51]], "mulliken_charge": [0.151, 0.222, -0.504, 0.246, 0.690, -0.330, 0.168, 0.320, -0.340, -0.350, -0.341, 0.069]}

=====

{"formula": "C32H47Ge2N2O3STi", "method": "ωB97M-V/def2-TZVPD", "lumo_energy_ev": -9.348, "energy_ha": -6983.417859, "homo_lumo_gap_ev": 5.869, "total_charge": 3, "e_above_lowest_ev": 0.593, "homo_energy_ev": -15.22, "elements": ["C", "O", "C", "H", "H", "C", "C", "H", "N", "H", "H", "C", "H", "H", "H", "C", "H", "H", "H", "H", "C", "H", "H", "H", "H", "S", "H", "H", "C", "O", "H", "C", "C", "H", "H", "O", "H", "H", "H", "H", "H", "H", "H", "H", "H", "Ti", "H", "H", "H", "H", "H", "C", "C", "H", "C", "C", "C", "H", "H", "Ge", "H", "C", "H", "C", "H", "C", "C", "C", "C", "C", "H", "C", "C", "Ge", "H", "C", "H", "C", "C", "N", "C", "H", "C", "C", "H", "H", "C", "C"], "positions_angstrom": [[-0.254, -0.607, 5.990], [-1.249, -0.787, 0.325], [3.305, -0.515, -0.263], [2.345, -2.851, 1.174], [-1.382, -3.934, -0.634], [1.244, 0.373, -2.388], [-1.612, -1.159, 6.232], [-0.766, 1.521, 2.816], [2.198, 0.335, 5.492], [-3.951, -0.112, -5.175], [-1.298, -0.047, -5.386], [0.587, -0.274, 7.055], [-4.712, 1.472, -5.170], [4.660, 1.180, -0.099], [2.270, 4.205, -0.580], [0.641, -2.897, 2.500], [2.259, 0.392, -2.789], [-1.819, -3.599, -4.038], [-3.076, 2.794, 0.370], [3.453, 2.905, -0.601], [1.845, 0.219, 6.797], [0.431, 2.637, -0.189], [3.257, -1.444, -0.837], [-1.362, 3.079, 0.653], [2.928, 1.730, 7.818], [1.947, 0.179, 2.869], [-3.070, 1.304, -5.778], [-3.105, -0.508, 2.268], [-1.892, -1.786, -2.853], [-0.838, 0.896, 2.088], [-0.769, -2.321, -4.646], [2.416, 3.150, -0.811], [-3.766, 0.952, -5.018], [-2.025, -0.799, 7.172], [-2.284, -0.916, 5.411], [-2.042, 0.805, -1.037], [-0.869, 0.327, -7.773], [3.799, 0.210, 7.667], [-2.873, -1.977, -2.412], [-4.181, 0.672, 1.499], [2.473, 1.775, -4.423], [-2.515, -2.233, -4.896], [-4.004, 0.957, -2.860], [1.242, -2.806, 3.393], [5.379, -0.265, -0.798], [0.178, -0.759, 1.449], [1.636, 2.442, 1.092], [-2.517, 3.172, 1.999], [1.236, 1.406, -8.497], [2.234, 3.013, -1.877], [4.299, 0.727, -1.770], [4.473, 0.340, -0.766], [1.449, 2.309, 0.025], [2.899, 2.118, -6.811], [-2.263, 2.645, 1.078], [-3.270, 0.554, 2.085], [-1.799, 0.362, 0.072], [0.253, -0.395, 8.075], [-3.030, 2.301, -3.476], [-1.673, 0.175, -3.067], [-3.420, 1.068, 3.035], [-2.090, 1.167, 1.343], [3.117, 0.689, 5.249], [-0.134, 0.637, -7.041], [-1.121, -2.100, -2.146], [2.811, 0.643, 7.837], [1.049, 1.238, -7.445], [1.267, -2.929, 1.243], [-1.454, -3.518, 1.466], [-0.826, -3.593, 0.230], [2.464, 0.356, 8.825], [0.522, -3.262, 0.106], [-0.367, 0.440, -5.693], [1.493, 0.349, -0.443], [3.489, -0.782, 0.779], [1.983, 1.637, -6.497], [-1.548, -2.249, 6.312], [-3.261, 1.245, -3.607], [-1.738, -2.523, -4.188], [0.141, -0.458, 4.711], [-0.730, -3.151, 2.600], [-1.203, -3.176, 3.573], [1.747, 1.431, -5.149], [0.283, 0.545, -3.302], [-2.498, -3.792, 1.555], [1.020, -3.359, -0.851], [1.367, -0.007, 4.475], [0.568, 0.812, -4.724]], "forces_ev_per_a": [[0.18, 0.10, 0.00], [-1.23, 0.37, -1.00], [-0.33, 0.14, 0.09], [-0.01, 0.24, -0.02], [0.00, 0.06, -0.02], [-0.39, -0.20, 0.20], [-0.07, -0.03, 0.03], [0.36, -0.02, 0.24], [-0.09, -0.07, -0.10], [-0.01, 0.00, -0.03], [0.04, -0.03, -0.20], [-0.04, -0.03, -0.04], [0.00, -0.02, -0.04], [0.03, 0.02, -0.03], [-0.01, 0.01, -0.02], [0.12, -0.53, -0.03], [0.05, 0.03, 0.00], [0.00, -0.01, -0.03], [-0.05, -0.03, 0.04], [0.02, 0.04, -0.03], [-0.17, -0.05, 0.04], [-0.04, -0.04, 0.06], [-0.10, -0.01, 0.02], [-0.01, 0.04, 0.00], [-0.04, -0.01, -0.01], [0.57, 0.19, -0.25], [-0.04, 0.00, 0.01], [-0.03, 0.01, 0.03], [-0.11, 0.60, -0.11], [-0.82, 0.10, -0.54], [-0.01, -0.04, -0.02], [-0.01, -0.17, -0.05], [-0.05, 0.04, 0.01], [-0.02, 0.01, -0.02], [0.01, 0.00, 0.00], [0.17, -0.22, -0.30], [0.01, 0.01, 0.00], [-0.03, -0.05, -0.01], [0.01, -0.01, 0.03], [0.00, 0.02, -0.01], [0.01, 0.01, 0.00], [0.01, -0.03, -0.02], [0.00, 0.03, 0.02], [-0.02, 0.24, 0.03], [0.01, 0.01, -0.02], [1.05, -0.66, 1.79], [-0.04, 0.00, -0.01], [-0.01, -0.02, 0.00], [0.01, -0.01, 0.00], [0.04, 0.04, -0.01], [0.06, 0.03, 0.00], [-0.11, 0.00, 0.00], [-0.15, -0.34, 0.13], [-0.01, 0.01, -0.01], [0.19, -0.01, 0.07], [0.11, -0.06, -0.03], [-0.50, 0.76, 0.01], [0.02, 0.02, 0.01], [0.02, 0.00, 0.04], [-0.06, -0.16, 0.38], [0.01, 0.01, 0.00], [-0.50, 0.04, -0.26], [0.05, 0.01, 0.06], [-0.06, -0.01, -0.09], [0.00, 0.06, 0.00], [0.21, 0.12, 0.04], [-0.03, 0.00, 0.00], [0.06, -0.53, 0.07], [0.02, -0.10, -0.11], [-0.06, -0.08, 0.10], [0.00, -0.02, 0.00], [0.19, -0.01, 0.03], [0.08, -0.01, 0.35], [1.63, 0.68, -0.74], [-0.01, -0.07, -0.03], [0.04, 0.01, -0.01], [0.02, 0.01, -0.01], [0.73, -0.36, 0.03], [0.04, 0.03, 0.02], [0.14, -0.06, 0.09], [0.16, -0.13, -0.02], [-0.02, 0.15, 0.01], [-0.09, -0.03, 0.08], [-0.69, -0.11, 0.26], [0.00, 0.05, 0.02], [0.00, 0.11, -0.02], [-0.46, -0.10, 0.19], [0.04, 0.05, -0.33]], "mulliken_charge": [0.961, -0.086, -0.234, 0.554, 0.522, -0.924, -1.426, 0.264, 0.112, 0.305, 0.451, -1.036, 0.423, 0.352, 0.440, -0.951, 0.440, 0.436, 0.400, 0.284, 0.684, -0.023, 0.431, 0.356, 0.358, -0.502, 0.348, 0.254, 0.472, -0.146, 0.353, -1.219, -1.195, 0.495, 0.242, -0.501, 0.460, 0.407, 0.569, 0.458, 0.343, 0.304, 0.430, 0.662, 0.436, 0.056, 0.420, 0.468, 0.429, 0.222, 0.302, -1.395, -0.059, 0.442, -1.509, -1.696, -0.429, 0.491, 0.404, 0.417, 0.454, 1.870, 0.347, -1.418, -0.527, -1.400, -0.536, -0.384, -0.537, -0.597, 0.391, 0.002, -0.014, 0.903, 0.367, -0.922, 0.290, -0.487, -1.425, -0.053, -0.230, 0.498, -0.417, 1.024, 0.517, 0.449, -0.151, 0.661]}